# 1
114
Properties=species:S:1:pos:R:3:forces:R:3 method="wB97M-V/def2-TZVPD" smiles="O=C1OC[C@@H](F)O1.O=C1OC[C@@H](F)O1.O=C1OC[C@@H](F)O1.COC(=O)OC.COC(=O)OC.COC(=O)OC.COC(=O)OC.COC(=O)OC.COC(=O)OC.COC(=O)OC" homo_energy_ha=-0.3888 multiplicity=1 homo_lumo_gap_ev=10.8
C 16.443840 -18.627509 29.636190 1.54 0.08 2.11
C 16.506604 -17.749631 30.906712 -2.32 -0.72 -0.93
O 15.213244 -17.144862 30.805136 0.30 0.24 1.14
C 14.778269 -17.093830 29.533286 -1.36 0.94 -0.33
O 13.806183 -16.427718 29.212877 2.78 -2.13 0.00
O 15.615656 -17.909510 28.778326 -1.49 0.88 -0.51
F 17.410993 -16.788337 30.801985 1.22 0.98 -0.08
H 16.062081 -19.600183 29.946489 -0.28 -0.09 -0.48
H 17.481525 -18.714294 29.314078 -0.29 -0.07 -0.75
H 16.600959 -18.230682 31.880247 -0.11 -0.11 -0.19
C 8.146598 -13.239341 23.688693 -0.07 -0.37 0.45
C 9.610935 -12.815306 23.638916 -1.77 -0.01 0.52
O 9.581367 -11.415529 23.249089 0.59 -2.00 0.94
C 8.333363 -11.090648 22.852502 -0.41 2.32 -0.93
O 8.097683 -9.945207 22.435969 -0.19 -4.56 1.35
O 7.546755 -12.233029 22.991409 -1.82 4.75 -1.31
F 10.112106 -13.576756 22.673654 1.93 -0.28 -1.16
H 7.783709 -13.379408 24.706919 -0.21 0.45 0.14
H 7.788161 -14.076715 23.090006 1.20 -0.80 0.37
H 10.069845 -12.995203 24.611093 0.74 0.52 -0.38
C 12.707531 -5.336264 22.602984 0.45 -1.36 0.68
C 12.126532 -4.024125 22.362140 -1.73 0.60 0.88
O 12.870043 -3.466625 21.392108 1.79 -0.33 -1.19
C 14.139835 -4.067608 21.519242 1.66 2.21 -1.88
O 15.116975 -3.613543 20.982141 -1.46 -0.84 0.81
O 14.078180 -5.137143 22.286013 0.08 -0.39 -0.08
F 12.291801 -3.228355 23.471836 -0.61 0.18 0.57
H 12.235985 -6.008366 21.886025 0.26 -0.56 0.29
H 12.664261 -5.631088 23.651454 -0.32 -0.28 -0.27
H 11.081061 -4.145951 22.078902 -0.14 0.75 0.15
C 1.753746 -14.513830 17.597254 0.48 -1.66 0.21
O 1.403634 -13.329322 18.204489 -2.54 0.31 -0.14
C 2.159265 -12.479844 18.779639 4.58 3.02 -0.42
O 3.431442 -12.472761 18.823058 -4.57 -0.35 0.34
O 1.338282 -11.413732 19.111624 1.39 -0.78 0.05
C 2.012779 -10.243247 19.608651 0.27 -0.47 1.37
H 1.064546 -14.746082 16.785366 0.21 0.67 -0.28
H 1.499875 -15.286973 18.322445 0.68 -0.36 0.07
H 2.801508 -14.510172 17.296779 -0.11 -0.21 0.00
H 2.897935 -10.529644 20.176595 0.34 -0.12 -0.56
H 1.399902 -9.832669 20.411095 -0.51 0.23 -0.52
H 2.260727 -9.505053 18.845962 -0.20 -0.29 -0.11
C 8.755718 -25.244002 19.991731 0.09 -0.03 0.83
O 7.844677 -24.376590 19.370457 -1.56 2.36 -0.90
C 7.444665 -23.272274 20.057668 -1.31 1.40 -0.24
O 7.818489 -22.942306 21.162207 -0.46 -0.33 -1.49
O 6.457753 -22.572826 19.266961 2.42 -1.99 -0.38
C 5.833177 -21.307112 19.563565 -0.01 -1.16 2.08
H 8.173873 -25.716840 20.782915 0.64 -0.35 0.27
H 9.605156 -24.675405 20.370210 -0.03 -0.18 0.24
H 9.103689 -25.968834 19.255777 -0.27 0.15 -0.01
H 5.324090 -20.844609 18.717984 0.65 -0.51 -0.40
H 6.498833 -20.615547 20.080023 0.11 -0.02 -0.22
H 5.058472 -21.623490 20.262022 -0.26 0.67 0.22
C 7.142103 -19.936993 27.444729 0.22 -1.23 -0.55
O 7.629484 -19.994980 28.786326 -0.29 0.77 0.60
C 7.549900 -18.882794 29.482953 -0.51 4.12 0.07
O 6.975435 -17.796496 29.117843 2.34 -4.43 1.73
O 8.303135 -19.048875 30.646269 -1.73 -0.41 -2.62
C 8.564149 -17.881912 31.353386 0.31 1.04 1.92
H 8.016422 -19.845135 26.800361 -0.09 0.25 -0.07
H 6.392988 -19.183301 27.202064 0.17 -0.01 0.57
H 6.763804 -20.951563 27.319699 -0.29 0.21 -0.40
H 7.789433 -17.581725 32.058945 -0.84 0.00 -0.58
H 8.837796 -17.018745 30.746618 0.08 -0.29 -0.11
H 9.319258 -18.141069 32.095500 0.65 -0.02 -0.57
C 10.763030 -4.731127 15.098597 -0.87 2.14 1.50
O 10.453773 -6.049647 14.879665 0.39 -3.37 -0.68
C 10.263630 -6.877200 15.936256 -2.76 1.97 2.53
O 10.049857 -6.467240 17.093549 1.35 -0.96 -2.49
O 9.988619 -8.118594 15.547639 1.44 1.36 -2.67
C 9.413127 -8.997142 16.427028 -0.21 -0.59 2.88
H 10.823133 -4.134571 14.188319 0.77 -0.82 -0.34
H 11.586861 -4.621566 15.803867 0.21 0.18 -0.37
H 9.894967 -4.253036 15.552449 -0.08 0.03 0.58
H 8.552190 -8.551769 16.925563 -0.49 -0.14 -0.50
H 10.069766 -9.135571 17.285953 0.34 -0.28 0.01
H 9.228768 -9.980472 15.994407 -0.08 0.49 -0.43
C 9.927864 -9.432666 30.566010 0.70 0.29 -1.17
O 9.593866 -8.165215 29.989178 -1.69 1.33 -0.45
C 8.608995 -7.899991 29.089587 -2.20 -2.54 -1.49
O 7.902585 -8.693448 28.407976 2.80 1.96 2.42
O 8.446653 -6.580534 29.037004 0.65 0.79 -0.40
C 7.725048 -6.015241 27.918699 -0.81 -0.15 -0.26
H 10.945068 -9.173329 30.859512 0.10 -0.82 0.10
H 9.893168 -10.158927 29.753946 0.11 -0.33 0.37
H 9.386935 -9.762058 31.453133 -0.54 0.44 -0.27
H 6.695534 -6.373260 27.914936 0.13 -0.25 -0.01
H 8.162171 -6.190863 26.935748 0.33 -0.64 0.27
H 7.660347 -4.928254 27.967479 0.43 -0.09 0.88
C 7.736166 -17.186182 11.612082 -0.59 0.81 0.37
O 8.526751 -17.742866 12.698075 0.30 0.62 -1.64
C 8.355901 -17.302812 13.942485 2.91 -3.23 -0.26
O 7.390194 -16.909435 14.436861 -3.96 2.62 1.14
O 9.428541 -17.706422 14.670363 0.62 0.30 0.01
C 9.351318 -17.433830 16.081720 0.01 0.47 0.21
H 7.998767 -17.633523 10.653426 0.22 -0.45 0.54
H 7.858740 -16.111367 11.478587 0.75 0.12 0.35
H 6.658028 -17.221720 11.768539 0.02 -0.80 0.32
H 9.675952 -16.421817 16.323671 -0.23 0.31 -0.44
H 10.069231 -18.032880 16.641929 -0.21 -0.58 -0.55
H 8.332574 -17.552411 16.450752 0.15 -0.20 -0.04
C -1.180199 -7.934442 28.003918 0.55 1.11 -0.76
O -0.259765 -9.029469 27.980820 -1.55 0.51 2.07
C 0.051752 -9.626677 26.863017 -0.05 0.48 -0.70
O -0.272042 -9.334588 25.740872 -0.32 0.03 0.02
O 0.853751 -10.599372 27.220978 0.94 -1.46 -0.85
C 1.182299 -11.512587 26.138786 0.05 -0.53 1.27
H -0.516249 -7.087190 27.832422 -0.58 0.45 -0.36
H -1.685193 -7.719026 28.945551 0.58 -0.99 0.47
H -1.994140 -7.993498 27.281335 0.47 -0.22 -0.41
H 1.652466 -11.007639 25.294937 -0.35 -0.11 0.06
H 0.293953 -12.110134 25.934144 -0.10 0.43 -0.66
H 1.847214 -12.236055 26.610584 0.36 0.30 -0.15



# 2
17
Properties=species:S:1:pos:R:3:forces:R:3 method="wB97M-V/def2-TZVPD" smiles=NCN.CC homo_energy_ha=-0.3316 multiplicity=1 homo_lumo_gap_ev=9.9
C 0.874675 1.547748 2.475961 0.34 -2.34 -0.49
C -0.351300 0.468616 1.996501 1.40 2.14 -0.74
H 0.557107 2.499030 2.909340 -0.50 -0.73 0.92
H 1.679561 0.945059 3.039028 -1.51 1.26 -0.18
H 1.478849 2.005658 1.674708 -0.49 -0.90 -0.64
H -1.162736 0.345113 2.745831 0.80 0.15 -0.39
H 0.032873 -0.523570 1.649702 -0.03 0.89 0.65
H -0.772489 0.946930 1.073164 0.00 -0.49 0.86
N -0.310671 -0.502938 -3.200379 1.29 1.83 -0.85
C -0.276685 -0.433802 -1.809207 0.83 -2.35 2.04
N -0.548034 -1.863263 -1.248062 1.69 1.55 0.85
H -0.856946 -1.235566 -3.587186 0.02 -0.69 -0.19
H 0.655748 -0.434598 -3.442635 0.06 -0.61 -1.48
H -0.982292 0.290158 -1.481027 -0.90 0.27 0.96
H 0.743033 -0.130873 -1.410905 -1.16 0.04 -0.74
H 0.440579 -2.217318 -0.929245 -2.91 0.67 -0.28
H -1.201269 -1.706380 -0.455593 1.06 -0.69 -0.28



# 3
55
Properties=species:S:1:pos:R:3:forces:R:3 method="wB97M-V/def2-TZVPD" homo_energy_ha="-0.2423 / -0.2422" multiplicity=1 homo_lumo_gap_ev="5.4 / 5.4"
W 0.698509 -0.017107 1.870130 0.61 0.21 0.81
F -6.409708 -1.474037 1.223730 -0.01 0.00 0.01
C -5.195080 -1.284488 1.741941 0.05 0.02 0.14
C -4.082995 -1.238480 0.920976 -0.14 0.00 -0.05
F -4.219224 -1.388213 -0.401071 0.01 0.01 0.03
C -2.838765 -1.039298 1.477280 0.17 0.19 0.25
F -1.783493 -0.997672 0.636973 0.21 -0.27 -0.28
C -2.616129 -0.874234 2.841677 -0.16 -0.01 -0.04
S -1.018601 -0.755113 3.548402 -0.16 -0.03 -0.34
C -3.762099 -0.929150 3.637478 0.05 0.03 -0.04
F -3.655269 -0.797352 4.962243 -0.01 0.00 0.00
C -5.026310 -1.126508 3.110372 0.01 -0.03 -0.15
F -6.090188 -1.169929 3.914154 -0.01 0.00 0.00
N 0.929759 4.998862 -7.242962 0.00 0.00 0.01
C 0.892834 4.439072 -6.240351 0.00 0.00 -0.01
C 0.848572 3.736358 -4.985534 -0.01 0.00 -0.01
C 1.868416 3.915844 -4.054383 0.00 -0.01 0.02
C 1.825907 3.231294 -2.852245 -0.01 0.02 -0.01
C 0.765302 2.376783 -2.566943 0.03 -0.02 -0.01
C -0.253859 2.207454 -3.499123 0.00 0.00 0.01
C -0.213358 2.879274 -4.708550 0.00 0.01 0.00
C 0.722380 1.640992 -1.268666 -0.05 0.10 -0.15
C -0.199976 2.084371 -0.336782 -0.14 -0.33 -0.06
C -1.128566 3.142801 -0.508327 -0.05 0.08 0.12
C -1.923262 3.170490 0.614910 0.00 0.16 -0.20
C -1.469375 2.127127 1.433241 0.15 -0.19 0.34
N -0.442816 1.469472 0.897849 -0.31 0.29 -0.34
C 1.639907 0.597417 -1.115018 0.48 -0.15 0.24
C 2.669395 0.247494 -2.020468 -0.35 0.27 -0.13
C 3.508385 -0.630435 -1.374232 0.12 -0.23 0.19
C 2.965031 -0.821878 -0.097725 0.13 -0.09 0.00
N 1.844534 -0.109156 0.079159 -0.40 0.18 -0.47
H 2.686028 4.587740 -4.276626 0.00 0.00 0.00
H 2.614629 3.362691 -2.122781 0.00 0.00 0.00
H -1.078776 1.544434 -3.272096 0.00 0.00 0.00
H -0.999708 2.745954 -5.438771 0.00 0.00 0.00
H -1.185771 3.799442 -1.360649 0.00 -0.02 -0.03
H -2.734941 3.846603 0.826766 0.01 -0.02 0.03
H -1.822882 1.821570 2.401268 -0.16 0.01 0.19
H 2.760676 0.619331 -3.028428 0.03 -0.01 0.01
H 4.403170 -1.092189 -1.758459 0.00 0.01 0.00
H 3.362557 -1.435861 0.697154 -0.05 0.03 -0.02
C 1.765874 -5.525538 1.308237 -0.01 -0.01 0.00
N 1.755114 -4.196943 1.894562 -0.05 0.10 -0.07
C 2.278123 -3.830825 3.107073 0.00 0.03 0.08
C 2.027223 -2.503256 3.259017 -0.02 -0.05 -0.14
N 1.373590 -2.047796 2.130533 -0.06 -0.25 0.16
C 1.220159 -3.090466 1.337646 0.05 -0.06 0.04
H 2.264380 -6.202737 1.995925 0.00 0.00 0.00
H 2.306707 -5.521446 0.363520 0.00 0.00 0.00
H 0.748404 -5.876215 1.145816 0.00 0.00 0.00
H 2.764611 -4.541352 3.751514 0.00 0.01 0.00
H 2.260462 -1.843172 4.075256 -0.01 0.00 0.00
H 0.738783 -3.085556 0.373139 0.01 0.02 0.00
O 1.641732 0.853530 2.952248 0.03 0.00 -0.14



# 4
24
Properties=species:S:1:pos:R:3:forces:R:3 method="wB97M-V/def2-TZVPD" homo_energy_ha="0.0404 / -0.1285" multiplicity=2 charge=-1 homo_lumo_gap_ev="2.9 / 7.2"
C 2.314853 -0.911426 3.080418 -0.17 -0.29 0.73
C 2.093911 -0.216372 1.735187 1.90 -0.01 0.63
H 3.191192 -1.560669 3.148062 0.05 -0.10 -0.48
H 2.488200 -0.233971 3.922274 -0.38 0.25 -0.09
H 1.456956 -1.539650 3.337539 0.06 0.03 0.05
H 2.736194 -0.713263 1.006299 -0.62 -0.25 -0.39
H 1.063735 -0.186003 1.437177 -0.23 0.11 -0.30
H 2.565104 0.767646 1.777347 -0.50 0.34 0.01
C 0.104905 2.944473 -0.873826 0.16 -0.32 0.15
C -2.006770 -0.187953 -0.440184 -0.41 -2.59 -0.23
C -1.620385 1.135898 -0.529106 0.58 1.61 0.62
C -1.080006 -1.231620 -0.638519 -0.19 2.24 -0.19
C -0.299729 1.489885 -0.806083 -0.91 0.38 -0.50
C 0.229908 -0.868415 -0.885302 0.38 -1.79 -0.31
C 0.578423 0.470170 -1.128151 0.42 1.23 0.31
O -1.622486 -2.465814 -0.686666 0.14 -2.09 0.32
H -3.035526 -0.480414 -0.271003 -0.07 0.09 0.05
H -2.380112 1.861426 -0.269193 0.14 0.45 -0.11
H -0.975557 -3.195411 -0.556356 -0.23 1.05 -0.11
H 1.056606 -1.545931 -1.050371 -0.33 -0.70 -0.05
H 0.958663 3.059170 -1.546093 -0.12 0.15 -0.14
H 0.425662 3.312899 0.101014 0.06 -0.01 0.16
H 1.566133 0.681829 -1.506668 0.25 0.17 0.08
H -0.729362 3.573415 -1.182468 0.03 0.05 -0.21



# 5
22
Properties=species:S:1:pos:R:3:forces:R:3 method="wB97M-V/def2-TZVPD" homo_energy_ha=-0.1190 multiplicity=1 charge=-1 homo_lumo_gap_ev=6.7
C 1.641620 -2.347626 0.955863 1.01 2.75 -0.19
C 2.414263 -1.195429 1.250098 1.10 -1.85 1.18
C 0.728503 -2.198784 -0.069686 -2.10 -4.65 0.66
C 2.251014 -0.006756 0.539713 0.42 -1.21 0.11
C 0.417667 -1.009889 -0.646957 0.30 1.82 -2.04
C 1.256443 0.108414 -0.422865 -2.19 1.05 0.44
C -1.692113 1.374667 -0.402680 1.53 1.10 7.54
N -2.236805 1.184272 -1.555477 -0.41 -0.30 -1.49
N -0.717815 2.331113 1.568436 -0.29 -0.11 5.10
N -1.377226 1.640278 0.753019 -2.71 -1.77 -7.83
N 0.852376 1.381510 -0.940429 -0.06 -5.61 -2.89
N -3.410660 0.605686 -1.451726 -2.68 -0.45 0.30
O -3.762477 0.062326 -0.360800 0.69 0.55 -1.04
O -4.206391 0.655355 -2.418795 1.10 -0.22 0.32
H 1.761948 -3.246806 1.510636 0.09 -0.58 0.15
H 3.228590 -1.392342 2.067848 -1.44 1.04 -1.63
H 0.160485 -3.262688 -0.216490 0.83 3.01 -0.33
H 2.974467 0.752906 0.654586 0.45 1.05 0.39
H -0.341421 -0.784692 -1.433788 0.31 -0.99 0.85
H -0.031177 1.336924 -1.511562 1.94 0.83 1.12
H -1.133930 1.940014 2.547913 1.71 1.26 -2.32
H 1.222639 2.071545 -0.416857 0.40 3.27 1.59